Below is the molecule C15H27NO, with properties calculated with wB97M-V/def2-TZVPD.

As for the SMILES: C#CCCCCCCCCC(=O)NCCCC. The calculation puts the lowest unoccupied orbital energy at 0.72 eV. Its spin multiplicity is 1. The calculation puts the highest occupied orbital energy at -9.467 eV. The maximum force is 0.6 eV/Å. The charge is 0. The calculation puts the energy above the lowest of the compared OMol25 structures with the same formula, charge and spin at 2.9 kcal per mole. As for the HOMO-LUMO gap: 0.374 Eh.

Geometry (Å):
C  2.18251  0.51029  2.88677
C  1.15640  0.19808  3.41783
C  -0.09890  -0.16353  4.04322
C  -0.90416  1.06837  4.48190
C  -1.08601  2.10179  3.37027
C  -1.88483  1.57607  2.17919
C  -1.95038  2.58640  1.03165
C  -0.63121  2.73564  0.26159
C  -0.55090  1.89432  -1.01374
C  -0.55644  0.38436  -0.75513
C  -0.32002  -0.35612  -2.05949
O  -1.21792  -0.80618  -2.74108
N  0.98144  -0.42680  -2.41922
C  1.43186  -1.09674  -3.61606
C  2.23257  -2.36474  -3.30850
C  1.45335  -3.39161  -2.48556
C  0.21231  -3.91329  -3.20019
H  3.09155  0.77557  2.43535
H  0.11194  -0.78667  4.91763
H  -0.68147  -0.76508  3.34020
H  -0.38665  1.54664  5.31711
H  -1.88102  0.73418  4.83943
H  -1.59760  2.97457  3.78389
H  -0.09855  2.42639  3.03757
H  -2.90091  1.34532  2.50967
H  -1.43400  0.65445  1.81621
H  -2.73513  2.28806  0.33362
H  -2.23885  3.55507  1.44629
H  0.20630  2.47352  0.91051
H  -0.50430  3.78112  -0.02798
H  -1.38873  2.14129  -1.66891
H  0.36848  2.15942  -1.54394
H  0.21663  0.12787  -0.02678
H  -1.52949  0.07908  -0.37236
H  1.68743  -0.08427  -1.78728
H  0.53583  -1.33888  -4.18903
H  2.05032  -0.40864  -4.20382
H  3.14073  -2.08867  -2.76478
H  2.53562  -2.81273  -4.25665
H  1.15642  -2.94381  -1.53435
H  2.12138  -4.22733  -2.26219
H  -0.22987  -4.72889  -2.63270
H  0.46835  -4.28395  -4.19063
H  -0.53406  -3.12992  -3.29952

Cartesian forces (eV/Å) of the 3 atoms listed first:
C -0.26 -0.07 0.13
C 0.23 -0.05 -0.17
C -0.34 -0.06 0.28

=====

Below is a cluster of 2 separate species, C15H28ClO3S in total at a distorted geometry, with properties calculated with wB97M-V/def2-TZVPD.

The calculation puts the lowest unoccupied orbital energy at 2.28 eV. Its spin multiplicity is 1. The calculation puts the highest occupied orbital energy at -4.030 eV. The maximum force is 2.1 eV/Å. The charge is -1. As for the HOMO-LUMO gap: 0.232 Eh.

Geometry (Å):
C  -4.83983  6.78197  5.12656
C  -4.64241  5.67553  5.52848
O  -4.34862  4.49062  6.00651
S  -4.27746  3.31414  4.75924
O  -5.14860  2.27575  5.25797
O  -2.80653  2.73132  4.92753
C  -1.88542  3.09362  3.83824
C  -1.67078  1.82549  2.96298
C  -0.23983  1.29504  3.17993
C  -0.02074  -0.13060  2.66722
C  0.13687  -0.22718  1.14768
C  0.73751  -1.57678  0.67627
C  1.57765  -1.38168  -0.60604
C  1.19082  -2.32293  -1.76808
C  2.33473  -2.35431  -2.79955
C  2.22392  -3.49123  -3.81821
C  1.17737  -3.26309  -4.91497
C  1.33560  -1.95920  -5.70460
C  2.71700  -1.76523  -6.36886
H  -4.81176  7.83080  4.95319
H  -2.32826  3.87736  3.23977
H  -0.96677  3.41631  4.30174
H  -2.33512  1.06010  3.37533
H  -1.85489  2.03880  1.90858
H  -0.10502  1.26952  4.26831
H  0.49613  2.01053  2.79783
H  -0.88651  -0.72931  2.97602
H  0.85871  -0.54932  3.16947
H  -0.82280  -0.11916  0.63541
H  0.82613  0.56742  0.84551
H  -0.05425  -2.30334  0.47102
H  1.35042  -1.99251  1.48100
H  1.50697  -0.36153  -0.99309
H  2.63551  -1.55148  -0.37651
H  0.32479  -1.85496  -2.25193
H  0.92823  -3.32513  -1.42124
H  2.40348  -1.36335  -3.25732
H  3.26672  -2.49967  -2.24044
H  1.99986  -4.42750  -3.29614
H  3.21744  -3.63327  -4.25933
H  1.14591  -4.12497  -5.58874
H  0.20131  -3.22007  -4.41452
H  1.09914  -1.08400  -5.09691
H  0.59793  -1.98585  -6.51304
H  2.68503  -2.08969  -7.41249
H  2.93237  -0.69414  -6.40508
H  3.52820  -2.28789  -5.86475
Cl  -1.50278  5.72582  4.53801

Cartesian forces (eV/Å) of the 3 atoms listed first:
C -0.23 0.51 0.24
C 0.56 -0.30 0.43
O -0.15 -0.12 -0.30

=====

Below is a structure of composition C15H28CsN4O3Ta at a distorted geometry, with properties calculated with wB97M-V/def2-TZVPD.

The calculation puts the lowest unoccupied orbital energy at -7.35 eV. Its spin multiplicity is 1. The calculation puts the highest occupied orbital energy at -15.904 eV. The maximum force is 2.2 eV/Å. The charge is +2. As for the HOMO-LUMO gap: 0.314 Eh.

Geometry (Å):
N  1.81535  -0.29918  0.33897
C  2.73988  -0.72511  1.02119
O  3.70528  -1.14720  1.53013
Cs  1.85616  0.04967  -2.96264
Ta  -0.14700  0.02951  0.19300
N  -0.44672  -1.49780  -1.06798
N  -0.02189  1.57470  -1.03339
C  -0.28035  -2.97556  -0.76363
C  0.58721  2.93716  -1.11362
C  0.92462  -3.51244  -1.55420
C  -1.54539  -3.75733  -1.16665
C  -0.05934  -3.19752  0.72683
C  0.24273  3.57262  -2.47511
C  0.00284  3.81841  0.00509
C  2.08954  2.79697  -0.89342
H  0.79085  -3.44170  -2.64623
H  1.08147  -4.58275  -1.32048
H  1.84900  -2.97738  -1.28034
H  -2.43754  -3.34189  -0.68118
H  -1.45394  -4.80716  -0.83717
H  -1.73183  -3.77855  -2.24809
H  0.84981  -2.71790  1.12480
H  0.06596  -4.28519  0.90310
H  -0.93338  -2.88201  1.32382
H  0.50322  2.92636  -3.33527
H  0.79849  4.51966  -2.57309
H  -0.83028  3.80882  -2.55269
H  -1.06790  4.00550  -0.14296
H  0.49818  4.80555  0.00671
H  0.13975  3.37392  0.99924
H  2.33425  2.17500  -0.01894
H  2.51903  3.79914  -0.73954
H  2.61880  2.37227  -1.76136
C  -1.53548  1.53670  -1.15199
H  -1.97263  0.61085  -0.63909
H  -2.07831  2.41669  -0.73980
H  -1.79453  1.50164  -2.21995
C  -0.98703  -1.25114  -2.47360
H  -2.05769  -1.52601  -2.50849
H  -0.93343  -0.18670  -2.79538
H  -0.40388  -1.85542  -3.20487
O  -1.46347  1.46872  1.61060
C  -1.04324  0.77672  2.58439
C  -1.08316  0.94332  4.07792
C  -0.17629  -0.19136  4.56944
C  0.39279  -0.86805  3.33842
O  1.28235  -1.69207  3.20276
N  -0.26611  -0.29023  2.23989
H  -0.68553  1.92599  4.37705
H  -2.12086  0.84393  4.42714
H  0.62328  0.17108  5.22201
H  -0.75363  -0.97324  5.07864

Cartesian forces (eV/Å) of the 3 atoms listed first:
N -0.52 0.23 0.42
C 1.79 -0.75 0.15
O -1.82 0.85 -0.69

=====

Below is a structure of composition C15H28F2KO11S3Zn at a distorted geometry, with properties calculated with wB97M-V/def2-TZVPD.

The calculation puts the lowest unoccupied orbital energy at -3.69 eV. Its spin multiplicity is 1. The calculation puts the highest occupied orbital energy at -12.438 eV. The maximum force is 2.0 eV/Å. The charge is +1. The calculation puts the energy above the lowest of the compared OMol25 structures with the same formula, charge and spin at 21.0 kcal per mole. As for the HOMO-LUMO gap: 0.322 Eh.

Geometry (Å):
Zn  -3.58874  0.29829  0.21628
K  -3.47891  -2.91992  1.98152
F  -4.74826  -0.54337  1.51653
F  -2.10782  -0.96799  0.46750
O  -2.61650  1.60552  1.54863
S  -1.74084  2.68260  1.98850
O  -1.94835  4.01932  1.51478
O  -1.82190  2.60895  3.59610
C  -1.20098  3.70646  4.30813
C  -1.68744  3.58009  5.74390
C  -0.04146  2.13530  1.69570
H  -1.60100  4.62870  3.88403
H  -0.11192  3.69311  4.25778
H  -2.77386  3.57159  5.79638
H  -1.38303  4.45152  6.32904
H  -1.25537  2.71234  6.23991
H  0.05518  1.15942  2.16655
H  0.61830  2.86313  2.16187
H  0.17491  2.04869  0.63633
O  2.29009  -0.49082  -0.19064
S  2.39884  -1.90366  0.13949
O  2.71404  -2.90874  -0.82714
O  3.49800  -2.08682  1.32133
C  3.63848  -1.01447  2.28643
C  5.06616  -0.52332  2.33734
C  0.89753  -2.34087  1.06532
H  3.25985  -1.47363  3.20663
H  2.92877  -0.20523  2.09829
H  5.67395  -1.42301  2.48100
H  5.26657  -0.04490  3.30105
H  5.39856  0.10743  1.52317
H  0.73104  -1.66422  1.90272
H  1.13513  -3.28542  1.55836
H  0.04642  -2.37753  0.39366
O  -0.90037  3.06741  -1.39477
S  -1.51345  1.93734  -2.03544
O  -2.57648  1.27307  -1.31971
O  -2.15309  2.32600  -3.42733
C  -1.79364  3.53382  -4.12873
C  -0.50913  3.38363  -4.92703
C  -0.21615  0.76706  -2.56210
H  -1.75736  4.36942  -3.42988
H  -2.61544  3.73463  -4.81179
H  -0.40410  4.25521  -5.57688
H  -0.57558  2.50233  -5.56416
H  0.41233  3.37830  -4.34506
H  0.45343  1.43022  -3.10240
H  -0.68881  0.08104  -3.25731
H  0.18499  0.29331  -1.67213
C  -0.95372  -3.89369  -1.65982
C  -0.70297  -5.11788  -1.17089
C  0.29285  -6.03213  -1.77660
O  0.35831  -7.21937  -1.55908
C  1.11770  -5.42864  -2.82455
C  0.87271  -4.21000  -3.32860
C  -0.12972  -3.32375  -2.73827
O  -0.23031  -2.15566  -3.05947
H  -1.73207  -3.28043  -1.22198
H  -1.39374  -5.45312  -0.40485
H  1.91891  -6.02669  -3.23812
H  1.54945  -3.88997  -4.10951

Cartesian forces (eV/Å) of the 3 atoms listed first:
Zn 1.20 -0.65 1.40
K -0.06 0.84 -0.25
F 0.51 0.16 -1.12